{
  "formula": "C16H39AlClNNbO9S2",
  "method": "ωB97M-V with the def2-TZVPD basis set",
  "species": ["C", "C", "S", "C", "Nb", "C", "C", "C", "O", "C", "C", "O", "H", "H", "H", "H", "H", "H", "H", "H", "H", "H", "H", "H", "H", "H", "H", "H", "H", "H", "H", "H", "Al", "O", "S", "O", "O", "C", "C", "C", "H", "H", "H", "H", "H", "H", "H", "H", "O", "C", "O", "C", "C", "C", "H", "H", "H", "H", "H", "H", "H", "H", "C", "N", "O", "O", "H", "H", "H", "Cl"],
  "coordinates": [[-4.909, -0.766, -2.335], [-4.405, 0.656, -2.989], [-4.602, 2.129, -1.793], [-3.119, 2.181, -0.610], [-3.629, 0.836, 1.157], [-1.593, 1.233, 2.204], [-1.514, 0.068, 3.402], [-0.377, 0.415, 4.526], [-0.204, -0.580, 5.589], [-1.164, -1.688, 5.504], [-2.711, -1.696, 6.047], [-0.698, -2.843, 4.957], [-4.192, -1.181, -1.490], [-4.930, -1.603, -3.178], [-6.017, -0.626, -1.953], [-5.071, 0.859, -3.959], [-3.274, 0.580, -3.351], [-3.020, 3.308, -0.230], [-2.156, 1.888, -1.207], [-4.325, 2.230, 2.087], [-5.256, 0.477, 0.374], [-2.827, -0.580, 0.302], [-4.134, -0.334, 2.491], [-1.523, 2.321, 2.632], [-0.673, 1.006, 1.479], [-2.576, 0.136, 3.941], [-1.356, -0.945, 2.825], [0.692, 0.648, 4.077], [-0.719, 1.424, 5.063], [-2.978, -2.612, 6.741], [-3.408, -1.818, 5.087], [-2.964, -0.650, 6.508], [-0.330, 0.941, 7.089], [0.429, 0.732, -1.236], [0.699, -0.021, -2.441], [-0.199, -1.054, -2.917], [2.207, -0.637, -2.355], [2.543, -1.460, -1.245], [1.917, -2.838, -1.365], [0.986, 1.115, -3.772], [2.260, -0.976, -0.306], [3.633, -1.563, -1.241], [0.826, -2.784, -1.304], [2.265, -3.493, -0.561], [2.164, -3.293, -2.329], [1.687, 1.882, -3.441], [0.029, 1.569, -4.036], [1.383, 0.565, -4.628], [5.039, -4.000, -3.176], [6.104, -3.411, -3.009], [6.322, -2.699, -1.878], [7.590, -2.135, -1.502], [7.788, -0.774, -2.146], [7.142, -3.388, -4.090], [8.411, -2.823, -1.720], [7.565, -2.013, -0.414], [7.803, -0.841, -3.237], [8.727, -0.323, -1.815], [6.964, -0.105, -1.884], [6.897, -2.605, -4.813], [7.136, -4.360, -4.596], [8.157, -3.249, -3.725], [-4.275, 6.325, -0.109], [-5.065, 5.426, 0.775], [-4.681, 5.302, 1.944], [-6.047, 4.871, 0.271], [-3.444, 6.743, 0.464], [-3.905, 5.726, -0.943], [-4.942, 7.117, -0.454], [-2.154, -1.942, 8.249]],
  "atomic_forces_ev_per_a": [[-0.3050, -0.4644, -0.3196], [0.7275, -1.3322, -0.8838], [1.5463, -1.5438, 1.4615], [0.5965, 2.0151, -2.8961], [0.9901, 0.8325, -0.4828], [2.5154, -0.4358, 0.7094], [-1.0187, 1.0297, -0.8490], [0.1282, 1.5718, -1.7974], [-1.8025, -0.2406, -0.3063], [0.7855, -8.9152, -2.7069], [-0.4025, 1.8572, -3.6718], [-2.7354, 8.4316, 3.6550], [-1.5066, 1.2094, -1.6508], [0.0854, 1.9708, 1.6323], [2.3693, -0.3406, -0.6190], [1.3335, 0.0363, 2.3999], [-2.3923, 0.2549, 0.9666], [-0.3983, -2.4444, -0.6782], [-1.5918, 0.2254, 1.3530], [-0.0119, -0.0144, 0.7418], [-0.3705, -0.1035, -0.0308], [0.2310, -0.4525, 0.5789], [-0.5267, -0.0030, -0.7481], [-0.2123, -1.9802, -0.7903], [-2.0715, 0.7208, 1.3255], [2.1857, -0.7196, -0.8552], [-0.2638, 1.8594, 1.6469], [-2.2652, -0.7260, 0.8056], [0.4580, -1.5620, -1.3050], [0.6146, 1.5125, -1.9098], [1.5233, 0.2669, 1.3601], [0.2015, -2.1582, -1.0425], [-0.1092, -0.7673, 0.8463], [-0.2880, -0.5047, -0.3473], [1.0405, -0.9391, -0.6118], [0.3820, 1.0939, 0.7757], [-1.3271, 1.3027, -0.6908], [0.2273, -1.0910, 0.9268], [-0.3246, -0.1562, -0.0721], [0.2010, 0.0118, -0.0168], [-0.0760, 0.1266, -0.1259], [-0.1605, 0.2497, -0.2765], [0.1159, 0.0142, 0.0490], [0.0802, 0.1361, -0.1358], [0.1207, 0.0646, 0.2132], [-0.0703, -0.1405, -0.0056], [0.0672, -0.1403, 0.1255], [-0.0749, 0.0245, 0.1991], [1.7740, 1.2672, 0.7610], [-1.5374, -0.6904, -0.4365], [-0.4623, -0.4214, 0.2009], [0.1603, 0.3598, -0.1565], [-0.0206, 0.0026, -0.1922], [0.5339, -0.5541, -0.1456], [-0.1216, 0.0097, -0.0888], [-0.2370, -0.2011, -0.2047], [0.1030, -0.0395, 0.1158], [-0.1083, -0.0574, -0.0159], [0.0824, -0.0626, 0.0956], [0.0332, -0.0994, 0.1091], [-0.2422, 0.3009, 0.0057], [-0.0296, 0.2463, -0.0130], [0.2633, 0.2494, 0.0534], [-0.5380, -0.6217, 0.8824], [-0.6797, 0.0117, -1.6843], [1.4095, 0.6061, 0.7704], [-0.2676, -0.1582, -0.0534], [-0.2082, 0.1446, 0.0376], [0.0860, -0.2457, -0.0511], [1.7860, 0.3105, 4.0641]],
  "mulliken_charge": [-0.826, -0.213, 0.247, -0.466, -0.786, -0.772, -0.409, -0.188, -0.270, 0.604, -0.878, -0.508, 0.160, 0.328, 0.308, 0.351, 0.152, 0.320, 0.197, 0.165, 0.235, 0.100, 0.228, 0.395, 0.268, 0.297, 0.397, 0.325, 0.119, 0.364, 0.300, 0.307, 0.573, -0.600, 1.138, -0.617, -0.209, -0.135, -1.050, -0.965, 0.269, 0.123, 0.385, 0.388, 0.244, 0.326, 0.333, 0.353, -0.568, 0.810, -0.386, -0.404, -0.942, -0.989, 0.380, 0.322, 0.270, 0.366, 0.254, 0.254, 0.311, 0.341, -0.708, 0.813, -0.473, -0.479, 0.303, 0.252, 0.305, -0.441],
  "multiplicity": 1,
  "max_force_ev_per_a": 9.6,
  "e_above_lowest_kj_mol": 727.84,
  "charge": 1,
  "energy_ev": -79453.7676,
  "homo_ev": -9.53
}